Entry from the OMol25 dataset: a structure of composition C22H35NO4P2Zn in a non-equilibrium geometry (ωB97M-V with the def2-TZVPD basis set).

Values from the calculation:
Max |F|, hartree/bohr: 0.1308
Energy above the lowest of the compared OMol25 structures with the same formula, charge and spin, kcal/mol: 46.4
LUMO energy, eV: -0.845
HOMO level, eV: -7.4

Each line ends with the Löwdin charge.
Element x y z (Å)
Zn: 1.57052 1.07966 0.66059  0.693
P: -4.74984 -0.97658 -0.62866  0.811
P: -2.92035 -3.27318 -1.88637  0.804
O: 3.42768 0.80517 0.58272  -0.174
O: 5.30745 -0.07249 -0.30689  -0.045
O: 7.48732 5.24684 4.23167  0.083
O: 8.69951 5.36025 2.57123  0.084
N: 7.79650 4.83771 3.15250  -0.398
C: -0.09172 -1.41598 1.11291  -0.156
C: 1.11725 -1.06649 0.27381  -0.125
C: -5.62986 0.54751 -1.21846  -0.320
C: -0.59817 1.43752 -1.42676  -0.154
C: -0.40834 1.86882 0.01058  -0.154
C: 7.41266 3.29545 1.26643  0.020
C: -2.64103 -3.36489 -3.71968  -0.312
C: 1.10470 -0.41907 -0.95742  -0.099
C: 6.67847 2.26944 0.66179  0.009
C: 4.74651 0.69220 0.60235  -0.466
C: -5.54786 -2.21721 -1.77038  -0.453
C: 5.56974 1.70263 1.31013  -0.125
C: 2.00347 2.83332 1.68680  -0.200
C: 5.98517 3.16372 3.21499  0.024
C: -0.63307 1.08848 1.13997  -0.133
C: -2.38759 -4.99243 -1.43287  -0.322
C: -5.74104 -1.29885 0.90795  -0.310
C: 5.24980 2.14244 2.60369  -0.017
C: 7.06688 3.76715 2.54636  -0.143
C: -4.76690 -3.53535 -1.84713  -0.453
C: -0.14894 -0.01561 -1.71626  -0.161
C: -1.19041 -0.32533 1.12426  -0.173
H: 0.25881 -1.57347 2.13859  0.116
H: -5.40118 1.38330 -0.54937  0.030
H: -1.85824 -0.44878 0.26723  0.054
H: -1.64857 1.56894 -1.72849  0.126
H: -5.27224 0.81065 -2.21901  0.027
H: -0.01011 2.11882 -2.05108  0.117
H: -1.30322 -5.08247 -1.55333  0.030
H: -3.12783 -4.24058 -4.16707  0.037
H: 2.76006 2.66471 2.45984  -0.054
H: -0.67378 1.60504 2.09608  0.115
H: -1.56566 -3.41689 -3.91824  0.030
H: 4.43976 1.68704 3.15108  0.108
H: 6.95324 1.95087 -0.33602  0.120
H: 8.24081 3.73198 0.72326  0.116
H: -4.98739 -4.14644 -0.96303  0.072
H: -6.71754 0.40896 -1.25422  0.039
H: 0.04769 -0.10875 -2.78939  0.120
H: 2.03380 -1.58061 0.55656  0.125
H: -5.59365 -1.75729 -2.76552  0.072
H: 2.02384 -0.44618 -1.53797  0.126
H: -6.81956 -1.31503 0.70625  0.037
H: -2.87793 -5.75391 -2.05198  0.039
H: 2.40808 3.56495 0.97550  -0.016
H: -5.52970 -0.51645 1.64401  0.030
H: -0.52168 -2.37362 0.78149  0.121
H: -6.58274 -2.39472 -1.44655  0.076
H: -3.02384 -2.45956 -4.20053  0.029
H: -2.62566 -5.18236 -0.38141  0.028
H: -1.80819 -0.46683 2.01715  0.118
H: 5.70068 3.48835 4.20801  0.117
H: -5.06930 -4.11770 -2.72845  0.077
H: -0.95779 -0.71608 -1.49117  0.073
H: -5.44602 -2.25652 1.34740  0.029
H: 1.10693 3.26209 2.15291  -0.036
H: -0.32037 2.94370 0.15762  0.115

***

Entry from the OMol25 dataset: a structure of composition C22H36Cl3CoN4O5S2Si (ωB97M-V with the def2-TZVPD basis set).

Values from the calculation:
Max |F|, hartree/bohr: 0.0115
Energy above the lowest of the compared OMol25 structures with the same formula, charge and spin, kcal/mol: 26.7
LUMO energy (spin up / spin down), eV: 0.100 / -0.771
HOMO level (spin up / spin down), eV: -7.4 / -7.4
Multiplicity: 5
⟨S²⟩: 6.011

Each line ends with the Mulliken spin population.
Element x y z (Å)
Co: 0.97596 0.36748 1.12324  2.807
Cl: 2.33422 3.63736 4.85398  0.001
Cl: 4.17989 1.42751 4.69154  0.000
Cl: 4.37432 3.62601 2.80410  0.001
S: -1.28876 0.09881 0.68821  0.130
S: -1.07539 1.47224 -2.66379  0.005
Si: -4.00757 -1.50931 2.31656  -0.009
O: 1.15670 2.21569 2.63427  0.030
O: -2.47693 1.34729 -3.15307  -0.001
O: 2.89589 0.98579 2.04771  0.026
O: 0.22892 -2.90729 0.68487  0.001
O: 2.04063 1.36675 -1.16692  0.336
N: 4.15003 -0.56695 0.22602  0.004
N: 1.97805 -1.37753 0.54541  0.037
N: 3.48836 -2.70063 -0.48519  0.003
N: 0.03285 -0.51081 2.79908  0.053
C: 4.76383 -3.14883 -0.99040  0.000
C: -4.14595 -1.62400 0.45792  0.006
C: 2.33419 1.88220 2.73847  -0.008
C: -1.20178 -0.61240 2.27537  0.002
C: 2.29567 -3.51592 -0.42230  0.001
C: 1.73949 3.59997 -0.24023  0.227
C: -5.10096 -0.13380 2.96737  0.001
C: 3.25225 2.61516 3.76168  0.009
C: 0.28751 -0.94731 4.02963  0.006
C: -0.04018 0.43486 -3.73831  -0.001
C: -0.69036 -1.52112 4.81130  0.008
C: -0.44883 3.06892 -3.25696  -0.005
C: -0.98366 3.48353 -4.61741  0.002
C: 1.33478 -2.59915 0.33817  0.004
C: 3.22904 -1.51356 0.09280  0.001
C: -0.43119 -1.78046 -2.55549  0.002
C: -2.25808 -1.22614 2.97165  0.010
C: -0.61098 -0.97516 -3.83443  0.000
C: -0.59380 4.91910 -4.95055  0.000
C: 1.62927 2.11839 -0.35095  0.325
C: -1.95936 -1.66183 4.25789  -0.001
C: -4.58951 -3.15382 3.01751  0.000
H: 3.93800 0.21396 0.84170  0.001
H: -0.11134 -1.47916 -4.66592  0.000
H: -0.98123 5.61372 -4.20240  0.000
H: 0.64399 3.01117 -3.23216  0.005
H: 4.91532 -2.87453 -2.03676  0.000
H: 0.63294 -1.88595 -2.32126  -0.001
H: -3.44599 -2.35777 0.05104  0.000
H: 0.02541 0.89854 -4.72346  -0.001
H: -0.61432 2.81070 -5.39421  0.000
H: -6.14968 -0.30881 2.71573  0.000
H: -0.76105 3.79481 -2.50051  -0.001
H: 2.48963 3.79454 0.53038  0.000
H: -4.60978 -3.17869 4.10822  0.000
H: -1.66716 -0.89954 -4.10101  0.000
H: 5.06862 -0.68284 -0.15552  -0.001
H: -2.73122 -2.13438 4.85555  -0.001
H: 0.49119 5.04100 -4.98644  0.000
H: 1.30671 -0.82279 4.37992  0.000
H: 2.04509 4.04571 -1.18842  -0.002
H: 1.88993 -3.74785 -1.40901  0.001
H: -5.16172 -1.95508 0.22060  0.001
H: 2.45911 -4.44364 0.12762  0.000
H: -0.85125 -2.78215 -2.65310  0.000
H: -3.93881 -3.96225 2.67589  0.000
H: -5.60252 -3.36644 2.66753  0.000
H: -0.99379 5.22042 -5.91899  0.000
H: -0.46998 -1.85929 5.81371  0.000
H: -5.02254 -0.05132 4.05389  0.000
H: 0.95340 0.43188 -3.27968  0.001
H: -2.06841 3.37054 -4.60453  0.000
H: -4.80519 0.82617 2.53826  0.000
H: 0.79575 4.00091 0.12325  -0.011
H: -3.96182 -0.67729 -0.04798  -0.002
H: 4.81571 -4.23282 -0.90791  0.000
H: 5.58021 -2.74301 -0.39159  0.000
H: -0.90176 -1.30950 -1.69116  0.000

***

Entry from the OMol25 dataset: a cluster of 8 separate species, C22H36Cl6O15 in total in a non-equilibrium geometry (ωB97M-V with the def2-TZVPD basis set).

Values from the calculation:
Max |F|, hartree/bohr: 0.1010
Energy above the lowest of the compared OMol25 structures with the same formula, charge and spin, kcal/mol: 105.6
LUMO energy, eV: 0.018
HOMO level, eV: -10.4

Each line ends with the Löwdin charge.
Element x y z (Å)
Cl: 1.07870 -1.17030 -1.08471  0.583
Cl: -5.20445 -0.41853 -1.37548  0.475
Cl: -2.12716 6.01937 0.48029  0.487
Cl: 0.24785 7.55688 -0.83787  0.585
Cl: 0.77685 -0.46869 2.27349  0.509
Cl: -6.65773 -3.54148 -1.04896  0.488
O: -0.54441 2.39062 -6.44867  0.064
O: 4.60885 4.43087 4.45471  0.065
O: 9.80242 -3.52323 -1.32682  0.050
O: -0.54251 4.14743 -7.76233  0.059
O: -4.18968 -6.57448 -6.28517  0.139
O: -2.96438 -4.71187 -6.19916  0.088
O: 7.82812 -2.19977 -1.05838  0.103
O: 5.75624 5.07784 2.52239  0.141
O: 5.55091 2.96444 3.14578  0.094
O: 7.99177 -3.83740 -2.62302  0.009
O: -3.93679 -2.84574 8.27079  0.115
O: -2.07503 2.60088 -8.20695  0.141
O: -5.12102 -4.44676 -6.28669  0.045
O: -4.07049 -1.10842 6.97236  -0.013
O: -3.83719 -3.08654 6.05844  0.017
C: 5.25994 2.34107 4.35912  -0.144
C: 0.28366 3.39765 -5.81538  -0.113
C: -0.73389 8.45074 0.23551  -0.723
C: 8.52284 -3.09217 -1.59710  -0.454
C: 0.80293 0.62085 0.83911  -0.664
C: -3.60079 -4.50493 6.12447  -0.157
C: -5.62942 -1.29984 0.16761  -0.612
C: 1.76323 0.21829 -0.29331  -0.676
C: 5.32803 4.24498 3.29945  -0.544
C: -4.06853 -2.41610 7.15562  -0.645
C: -6.98097 -2.07205 -0.00545  -0.595
C: -4.09712 -5.36408 -6.31408  -0.558
C: 10.20469 -4.37930 -2.35446  -0.107
C: -2.03789 -4.51183 5.97970  -0.043
C: -4.72077 -3.10532 -6.26305  -0.138
C: 8.98764 -4.33950 -3.45681  -0.093
C: 0.57677 4.35781 -6.95103  -0.141
C: -4.38057 -0.08794 7.96948  -0.006
C: -1.43738 7.51935 1.23762  -0.627
C: 4.24193 3.21626 4.96487  -0.177
C: -3.31726 -3.33852 -5.81771  -0.112
C: -1.13221 2.96477 -7.53231  -0.540
H: 2.72066 0.02200 0.18929  0.069
H: -7.74676 -1.52034 -0.55067  0.057
H: 0.83135 1.62213 1.26891  0.062
H: -0.23788 3.94906 -5.03304  0.129
H: -5.15259 -2.55088 -5.42985  0.139
H: 3.17450 3.06005 4.80902  0.143
H: 11.11323 -4.02620 -2.84230  0.119
H: -4.89224 0.71647 7.44106  0.090
H: -4.69597 -2.63489 -7.24599  0.138
H: -4.11798 -4.91434 5.25671  0.113
H: 8.67190 -5.36230 -3.66245  0.122
H: -3.16563 -3.17012 -4.75152  0.131
H: 10.40854 -5.36915 -1.94612  0.124
H: 1.19427 2.98812 -5.37813  0.131
H: -4.14494 -5.05312 6.89355  0.123
H: -1.67946 -4.16434 5.01074  0.078
H: -4.79442 -1.99432 0.26026  0.048
H: -7.28961 -2.35215 1.00172  0.069
H: 6.17574 2.20031 4.93324  0.145
H: 1.46377 4.00138 -7.47477  0.133
H: 9.00266 -3.69914 -4.33875  0.128
H: -1.55214 8.92532 -0.30610  0.069
H: 4.50453 3.21126 6.02276  0.138
H: -2.64805 -2.61120 -6.27734  0.129
H: -2.31117 8.02245 1.65171  0.061
H: 0.70069 5.36239 -6.54658  0.137
H: 1.96709 0.93334 -1.09034  0.070
H: -0.78539 7.25127 2.06897  0.069
H: -1.55353 -3.83572 6.68423  0.074
H: -0.18616 9.25284 0.73022  0.079
H: -1.61320 -5.45497 6.32353  0.071
H: -5.01664 -0.47352 8.76624  0.090
H: -3.44551 0.21233 8.44235  0.093
H: -5.68034 -0.60986 1.00990  0.069
H: -0.18801 0.59874 0.38563  0.048
H: 4.76324 1.39188 4.15807  0.140